ORCA calculation (ωB97M-V/def2-TZVPD) on a molecular structure, C29H25ClN4ORuSSe in a non-equilibrium geometry.

```
63
Properties=species:S:1:pos:R:3:forces:R:3
Ru -0.327360 0.192124 -1.930506 0.73 0.97 0.87
Cl 3.575030 5.224977 1.495755 0.43 0.16 0.29
C 2.959830 3.992388 0.488579 -0.88 0.01 -0.48
C 3.761066 2.961001 -0.023649 -0.11 -0.20 0.54
C 3.283880 1.953269 -0.818149 1.98 -0.71 0.21
C 1.943236 1.947224 -1.151638 -0.20 -0.21 0.23
O 1.531087 0.915647 -1.838006 -0.98 -0.66 -0.52
C 1.110420 2.995805 -0.661081 1.10 -0.76 -0.05
C -0.255297 2.995152 -0.891800 -1.77 1.38 1.14
N -1.039111 2.006625 -1.215295 1.41 -0.12 -0.96
C -2.390280 2.246128 -1.532986 0.80 -1.32 0.73
C -3.108206 3.189177 -0.922360 -1.49 1.93 0.66
C -4.486160 3.369546 -1.330420 1.38 0.01 0.55
C -4.984650 2.519131 -2.257700 -2.77 -1.18 -0.08
C -4.270284 1.362184 -2.733495 -1.78 1.35 -1.19
C -4.752911 0.491379 -3.748018 2.49 -1.04 1.24
C -3.891616 -0.530387 -4.180447 -3.45 1.07 -0.99
C -2.680660 -0.689518 -3.619644 3.00 -1.52 0.32
N -2.189566 0.162490 -2.743907 -0.48 1.36 0.70
C -2.976993 1.252578 -2.347795 2.10 -1.11 -0.10
C 1.618868 4.027959 0.161955 1.72 -1.21 -0.74
H 4.756000 2.813375 0.318054 0.85 0.53 0.23
H 4.035698 1.107936 -1.055238 -1.76 1.42 0.03
H -0.690827 3.995153 -0.598775 -0.04 -1.13 -0.72
H -2.646359 3.833608 -0.122697 -0.74 -0.70 -1.06
H -5.045276 4.173280 -0.860380 -0.15 -0.24 -0.29
H -6.094028 2.503498 -2.506903 1.58 0.51 0.15
H -5.738362 0.546332 -4.096608 -1.21 0.28 -0.62
H -4.266092 -1.155537 -4.975432 0.26 -0.37 0.05
H -1.965758 -1.540216 -3.854957 -1.38 1.05 0.02
H 1.005866 4.789612 0.552656 -0.75 0.77 0.29
S 0.366290 -1.672723 -3.042515 0.62 -0.75 -0.14
C 1.835997 -2.224420 -2.275966 -0.19 0.65 0.37
N 2.797204 -2.806401 -3.048122 -0.54 0.38 1.72
C 3.927054 -3.244646 -2.480195 -0.36 -0.59 1.36
C 4.160439 -3.150768 -1.131076 -1.00 0.99 -0.35
C 3.152407 -2.474759 -0.406866 0.40 -0.35 -0.24
N 2.029637 -2.053461 -0.956908 -0.16 0.06 -1.01
H 2.606574 -3.028628 -4.000229 -0.17 0.10 -0.86
H 4.526814 -3.844233 -3.076265 1.31 -0.66 -1.27
H 5.048416 -3.554687 -0.687132 0.19 -0.06 0.11
H 3.228976 -2.285078 0.656175 0.14 -0.13 0.09
C 1.148058 -2.425629 5.840947 1.12 1.70 1.00
C 0.525272 -1.912401 4.582627 -0.15 0.39 -1.27
C 1.277191 -1.136767 3.650820 -2.53 -1.17 0.29
C 0.745474 -0.719403 2.446283 1.96 0.94 1.05
C 1.591770 0.244067 1.621548 -0.14 0.12 -0.58
C -0.497329 -1.202013 2.079767 -1.74 -1.35 0.49
Se -1.132721 -1.188890 0.399096 -0.69 0.40 -1.83
C -1.336444 -2.023652 2.959218 1.41 0.39 1.73
C -2.667608 -2.625929 2.581025 -0.12 2.05 0.63
C -0.807790 -2.264420 4.237609 1.14 0.51 -0.70
H 0.466344 -2.992398 6.455862 -0.34 0.09 0.21
H 1.638729 -1.566980 6.476604 -1.06 -1.56 -1.18
H 1.963829 -3.106206 5.611015 0.20 -0.03 -0.19
H 2.264711 -0.922004 3.848773 2.03 0.65 0.66
H 1.741326 1.255416 2.078816 -0.88 -0.67 -0.26
H 1.137844 0.303057 0.599020 0.77 0.22 0.93
H 2.652964 -0.061023 1.567333 -0.52 -0.41 -0.25
H -3.302855 -1.771292 2.179466 0.30 -1.26 0.73
H -3.102889 -3.144654 3.470802 0.20 0.43 -1.07
H -2.464510 -3.248975 1.744587 -0.31 -1.02 -0.58
H -1.302343 -2.802023 5.018752 -0.77 -0.38 -0.05
```
Positions in Å, forces in eV/Å.

As for the spin multiplicity: 5. The max |F| is 3.7 eV/Å. Its HOMO energy (spin up / spin down) is -13.0198 / -13.2607 eV. The value obtained for the relative energy (zero: lowest compared OMol25 entry of this formula, charge and spin) is 10.5 kcal per mole. As for the net charge: +2.